The following is a quantum chemistry calculation of C24H21FN3O4PtS2 as an isolated structure at a distorted geometry, from the OMol25 dataset.

The geometry in XYZ format:
```
56
Properties=species:S:1:pos:R:3:mulliken_charge:R:1
Pt 0.624 0.138 -1.753 2.9073
C 0.682 -2.252 2.653 -1.4500
C -0.454 -2.504 1.657 0.3979
C 0.083 -3.226 0.425 -1.1640
C -1.287 -1.258 1.375 0.8440
C -2.610 -1.290 1.808 -1.2335
C -3.455 -0.202 1.671 -1.4961
C -2.973 0.965 1.111 -0.3869
C -1.656 1.055 0.670 1.0333
C -1.167 2.371 0.092 0.8526
C -1.817 2.654 -1.265 -1.5554
C -1.393 3.534 1.058 -1.7423
C -0.823 -0.073 0.769 -1.0560
N 0.505 0.008 0.238 0.1407
C 1.508 0.518 1.047 0.5038
C 1.241 1.020 2.332 0.1176
C 2.242 1.519 3.149 -1.0699
C 3.561 1.537 2.724 -0.6227
C 3.862 1.030 1.469 -0.7195
C 2.858 0.535 0.669 0.2124
F 3.227 -0.007 -0.517 -0.3537
H 1.066 -3.209 3.016 0.5273
H 0.345 -1.672 3.514 0.2954
H 1.509 -1.718 2.189 0.1933
H -1.151 -3.192 2.144 0.5520
H 0.840 -2.629 -0.081 -0.0176
H -0.711 -3.453 -0.286 0.2721
H 0.548 -4.167 0.730 0.4954
H -2.982 -2.198 2.269 0.3839
H -4.480 -0.263 2.015 0.3769
H -3.624 1.825 1.016 0.3531
H -0.092 2.300 -0.069 0.2591
H -2.896 2.793 -1.161 0.3651
H -1.659 1.832 -1.970 0.2080
H -1.397 3.557 -1.711 0.4173
H -2.457 3.716 1.231 0.3302
H -0.962 4.447 0.645 0.4535
H -0.919 3.342 2.022 0.3383
H 0.218 1.012 2.685 0.5720
H 1.979 1.897 4.129 0.4215
H 4.345 1.931 3.356 0.3744
H 4.874 1.002 1.088 0.4475
S -1.091 -1.299 -2.260 -0.5354
C 0.013 -2.392 -2.974 0.5679
S 1.583 -1.777 -2.622 -0.4706
C -0.286 -3.541 -3.651 0.7018
C 0.752 -4.362 -4.177 -0.1206
N 1.597 -5.016 -4.605 -0.5155
C -1.641 -3.938 -3.828 -0.0922
N -2.744 -4.241 -3.961 -0.5330
O 1.909 3.749 -2.943 -0.6361
C 1.425 2.657 -2.779 0.5528
O 1.544 1.958 -1.668 -0.9513
C 0.798 1.912 -3.992 0.6691
O 0.354 2.435 -4.982 -0.6158
O 0.634 0.627 -3.711 -0.7994
```

## Properties
**HOMO energy (spin up / spin down)**: -5.45 / -5.45 eV
**Orbital gap (spin up / spin down)**: 5.707 / 5.709 eV
**Total charge**: -1
**Total energy**: -65526.2352 eV